[1]
{
  "formula": "C3H8NS",
  "method": "ωB97M-V/def2-TZVPD",
  "elements": ["C", "S", "H", "H", "H", "C", "C", "N", "H", "H", "H", "H", "H"],
  "xyz": [[-1.797, 0.978, 0.922], [-0.214, 0.665, 1.932], [-1.988, 0.203, 0.195], [-1.613, 1.749, 0.180], [-2.614, 1.195, 1.601], [0.385, -1.964, -1.544], [1.065, 0.404, -1.429], [1.318, -0.763, -1.978], [0.945, -2.569, -0.849], [-0.644, -1.872, -1.128], [0.202, -2.357, -2.560], [1.855, 1.151, -1.357], [0.130, 0.700, -0.845]],
  "charge": -1,
  "gap_ev": 6.5,
  "e_above_lowest_kcal_mol": 51.5
}

---

[2]
{
  "formula": "H16O8",
  "method": "ωB97M-V/def2-TZVPD",
  "elements": ["O", "H", "H", "O", "H", "H", "O", "H", "H", "O", "H", "H", "O", "H", "H", "O", "H", "H", "O", "H", "H", "O", "H", "H"],
  "xyz": [[1.246, -3.411, -0.308], [0.932, -2.644, 0.187], [1.095, -3.186, -1.228], [-0.829, 2.109, 3.581], [-1.305, 1.570, 2.942], [-0.744, 2.974, 3.174], [3.434, -0.936, -2.910], [2.656, -1.060, -2.356], [3.084, -0.736, -3.783], [0.388, -0.681, -2.337], [-0.465, -0.256, -2.486], [0.420, -1.388, -2.990], [0.697, -0.383, 0.513], [0.541, 0.545, 0.732], [0.803, -0.390, -0.450], [-1.922, -1.515, 1.605], [-1.639, -1.797, 2.480], [-1.163, -1.040, 1.243], [-0.008, 2.385, 0.522], [0.760, 2.652, 0.002], [-0.340, 3.210, 0.891], [-2.707, 1.381, -0.020], [-1.780, 1.507, 0.216], [-3.151, 1.090, 0.782]],
  "gap_ev": 10.8,
  "smiles": "O.O.O.O.O.O.O.O",
  "e_above_lowest_kcal_mol": 51.8
}

---

[3]
{
  "formula": "C44H46FLuN5O3PS",
  "method": "ωB97M-V/def2-TZVPD",
  "elements": ["Lu", "F", "C", "C", "C", "C", "O", "C", "C", "N", "C", "C", "C", "C", "C", "C", "N", "C", "C", "N", "C", "C", "C", "O", "O", "H", "H", "H", "H", "H", "H", "H", "H", "H", "H", "H", "H", "H", "H", "H", "H", "H", "H", "C", "C", "C", "C", "C", "C", "P", "C", "C", "C", "C", "C", "C", "C", "C", "C", "C", "C", "C", "C", "C", "C", "C", "H", "H", "H", "H", "H", "H", "H", "H", "H", "H", "H", "H", "H", "H", "H", "H", "C", "N", "C", "C", "S", "N", "C", "C", "H", "H", "H", "H", "H", "H", "H", "H", "H", "H", "H", "H"],
  "xyz": [[0.214, -0.532, -1.333], [-2.193, 3.472, 4.080], [-1.524, 2.273, 4.130], [-0.987, 1.711, 2.979], [-0.685, 0.322, 2.925], [-0.285, -0.281, 1.714], [-0.113, 0.452, 0.614], [-0.014, -1.695, 1.744], [-0.018, -2.411, 2.888], [-0.413, -1.860, 4.104], [-0.065, -2.434, 5.363], [-0.348, -3.882, 5.602], [-1.243, -2.869, 6.265], [-0.739, -0.457, 4.129], [-1.057, 0.185, 5.313], [-1.495, 1.553, 5.365], [-1.874, 2.084, 6.561], [-1.733, 3.533, 6.787], [-1.601, 3.907, 8.265], [-1.903, 2.736, 9.201], [-3.067, 1.921, 8.728], [-2.678, 1.244, 7.440], [0.246, -2.250, 0.378], [1.411, -2.388, -0.109], [-0.819, -2.219, -0.406], [-0.783, 2.323, 2.104], [0.302, -3.458, 2.848], [0.752, -1.997, 5.960], [0.412, -4.334, 6.256], [-0.827, -4.361, 4.738], [-0.964, -2.647, 7.327], [-2.240, -2.794, 5.816], [-0.916, -0.391, 6.222], [-2.547, 4.118, 6.290], [-0.761, 3.830, 6.311], [-2.324, 4.736, 8.529], [-0.594, 4.294, 8.556], [-2.049, 3.046, 10.183], [-1.045, 2.136, 9.232], [-3.946, 2.575, 8.611], [-3.300, 1.216, 9.570], [-3.561, 0.923, 6.904], [-2.081, 0.344, 7.661], [0.524, -1.867, -8.667], [0.678, -0.606, -8.098], [1.067, -0.483, -6.754], [1.193, -1.615, -5.942], [1.134, -2.871, -6.565], [0.785, -3.013, -7.915], [1.260, -1.400, -4.132], [0.922, -3.079, -3.560], [1.782, -3.808, -2.735], [1.390, -4.992, -2.148], [0.079, -5.451, -2.315], [-0.823, -4.751, -3.129], [-0.369, -3.601, -3.788], [3.030, -1.255, -3.852], [4.010, -1.723, -4.697], [5.377, -1.468, -4.446], [5.774, -0.741, -3.360], [4.801, -0.231, -2.444], [5.170, 0.592, -1.318], [4.177, 1.060, -0.472], [2.825, 0.645, -0.639], [2.456, -0.058, -1.763], [3.393, -0.496, -2.688], [0.188, -1.968, -9.716], [0.494, 0.297, -8.693], [1.222, 0.509, -6.371], [1.340, -3.746, -5.963], [0.793, -4.009, -8.355], [2.820, -3.465, -2.531], [2.091, -5.534, -1.497], [-0.221, -6.365, -1.768], [-1.846, -5.093, -3.278], [-1.005, -3.114, -4.493], [3.676, -2.275, -5.567], [6.114, -1.924, -5.141], [6.825, -0.538, -3.188], [6.204, 0.767, -1.148], [4.373, 1.746, 0.356], [2.150, 0.912, 0.162], [0.148, 3.178, -1.768], [-0.687, 3.042, -2.946], [-0.211, 3.809, -4.086], [-1.815, 2.334, -2.955], [-2.050, 0.771, -2.215], [-2.849, 2.862, -3.656], [-3.782, 2.084, -4.436], [-3.351, 4.237, -3.438], [0.335, 4.237, -1.490], [1.153, 2.709, -1.952], [-0.289, 2.643, -0.890], [0.824, 3.517, -4.391], [-0.294, 4.887, -3.864], [-0.917, 3.658, -4.921], [-3.572, 1.005, -4.453], [-3.754, 2.411, -5.488], [-4.835, 2.249, -4.088], [-2.712, 4.835, -2.788], [-4.357, 4.158, -2.989], [-3.380, 4.715, -4.417]],
  "charge": 2,
  "gap_ev": 5.4,
  "e_above_lowest_kcal_mol": 0.0
}

---

Which formula does entry 2 have?
H16O8